Density functional theory data (ωB97M-V with the def2-TZVPD basis set) for a 2-piece molecular cluster, C8H8N4 overall at a distorted geometry.

Results
- Kohn-Sham gap (eV) = 9.8
- maximum force (Eh/bohr) = 0.0593
- relative energy (zero: lowest compared OMol25 entry of this formula, charge and spin) (kJ/mol) = 207.4
- DFT total energy (eV) = -14384.2884

XYZ file:
```
20
Properties=species:S:1:pos:R:3:forces:R:3:mulliken_charge:R:1
C -0.21853 0.71917 -1.12363 0.7 2.8 -0.8 -0.35
C 0.83492 1.45580 -1.72218 0.9 -1.5 -1.0 -0.23
N 1.38233 1.05083 -2.89636 -1.3 -1.2 0.3 -0.59
C 0.76335 -0.04153 -3.48116 2.1 2.2 -0.2 -0.04
N -0.28197 -0.65260 -3.05203 -1.5 -1.6 0.9 -0.57
C -0.74296 -0.31875 -1.84961 -1.3 1.2 0.3 0.13
H -0.65321 1.06766 -0.17747 0.3 -0.2 -0.8 0.53
H 1.43266 2.24776 -1.25196 -0.8 -0.1 0.0 0.40
H 1.18799 -0.44009 -4.41199 0.0 0.5 0.3 0.38
H -1.63562 -0.74101 -1.36956 0.4 -0.6 -0.9 0.39
C -0.62612 -0.14233 3.14546 -0.7 -0.9 1.2 -0.47
C -1.41841 -0.66551 2.13861 -0.9 0.4 -0.1 -0.08
N -0.99143 -0.87439 0.88494 -0.5 -1.5 1.9 -0.42
C 0.32300 -0.81309 0.76559 1.5 0.9 -0.3 -0.28
N 1.19535 -0.31358 1.64616 -0.5 -1.2 0.7 -0.58
C 0.69964 -0.06014 2.87445 2.0 1.4 -1.2 0.00
H -1.00196 0.02846 4.16290 0.0 0.0 -0.6 0.35
H -2.46424 -0.87621 2.39833 0.3 0.2 -0.6 0.38
H 0.75795 -0.99650 -0.22577 -0.2 -0.5 0.9 0.65
H 1.45726 0.36604 3.54527 -0.5 -0.3 0.1 0.41
```
Positions in Å, forces in eV/Å.